Entry 1:
Below is a single C2H5N3OS molecule at a distorted geometry, with properties calculated with ωB97M-V/def2-TZVPD.

Each line ends with the Mulliken charge.
Atoms and positions in Å:
1 H -1.456 2.289 -0.080  0.213
2 N -0.495 2.072 -0.264  -0.694
3 C -0.227 0.830 -0.080  0.470
4 N -1.094 -0.067 0.516  -0.367
5 S -1.587 -1.391 -0.426  -0.124
6 N 0.968 0.280 -0.550  -0.078
7 C 1.597 -0.718 0.095  0.030
8 O 2.788 -0.957 -0.097  -0.559
9 H -1.876 0.427 0.878  0.336
10 H -1.156 -2.467 0.257  0.137
11 H 1.600 0.928 -1.046  0.297
12 H 0.938 -1.226 0.798  0.339

The value obtained for the energy relative to the best compared isomer or geometry (same formula, charge and spin) is 1.322 eV. As for the SMILES: [H]/N=C(\NS)NC=O.

Entry 2:
Below is 2 unconnected molecules or ions with the total composition C4H10N2O2 at a distorted geometry, with properties calculated with ωB97M-V/def2-TZVPD.

Each line ends with the Mulliken charge.
Atoms and positions in Å:
1 C -1.830 -0.592 0.185  -1.027
2 C -1.582 0.776 0.765  0.728
3 O -0.534 1.398 0.629  -0.631
4 N -2.586 1.272 1.505  -0.403
5 H -2.769 -0.588 -0.357  0.385
6 H -1.917 -1.335 0.977  0.324
7 H -2.531 2.233 1.813  0.256
8 H -3.488 0.809 1.580  0.198
9 H -1.034 -0.859 -0.494  0.186
10 C 1.993 0.726 -1.106  -0.917
11 C 2.300 -0.726 -1.012  0.871
12 O 2.969 -1.353 -1.880  -0.174
13 N 1.860 -1.447 -0.010  -0.301
14 H 1.916 -2.459 -0.053  0.254
15 H 1.542 -1.031 0.862  0.267
16 H 2.537 1.139 -1.946  0.356
17 H 2.226 1.156 -0.139  0.358
18 H 0.928 0.881 -1.319  0.272

The value obtained for the energy relative to the best compared isomer or geometry (same formula, charge and spin) is 0.804 eV. Its spin multiplicity is 2. Its expectation value of S² is 0.7546. As for the net charge: +1.

Entry 3:
Below is 3 unconnected molecules or ions with the total composition C22H60N8O4P4 at a distorted geometry, with properties calculated with ωB97M-V/def2-TZVPD.

Each line ends with the Mulliken charge.
Atoms and positions in Å:
1 C 4.437 -0.266 2.764  -1.077
2 C 3.671 -0.795 1.537  0.195
3 P 3.542 -2.630 1.568  0.023
4 C 3.118 -3.075 -0.175  -0.785
5 C 2.132 -3.141 2.694  0.498
6 O 2.166 -4.272 3.129  -0.511
7 O 1.120 -2.283 3.128  -0.397
8 C -0.042 -2.180 2.324  1.387
9 N -1.065 -1.679 3.271  -0.770
10 C -0.625 -3.495 1.803  -1.669
11 N -0.075 -4.048 0.574  -0.428
12 P 0.168 -0.863 0.953  -0.055
13 C -1.166 -1.102 -0.316  -0.565
14 C -0.639 -0.523 -1.670  -1.434
15 C -0.132 0.814 1.686  -0.764
16 C -0.553 1.875 0.662  -1.302
17 H 4.038 0.687 3.104  0.161
18 H 5.492 -0.117 2.543  0.356
19 H 4.403 -1.011 3.559  0.321
20 H 2.707 -0.314 1.399  -0.411
21 H 4.273 -0.567 0.656  0.445
22 H 4.004 -2.882 -0.775  0.445
23 H 2.312 -2.444 -0.544  0.046
24 H 2.903 -4.137 -0.255  0.332
25 H -1.819 -1.260 2.745  0.324
26 H -0.637 -0.973 3.855  0.301
27 H -0.479 -4.240 2.584  0.507
28 H -1.702 -3.368 1.704  0.371
29 H 0.686 -4.677 0.767  0.359
30 H 0.164 -3.365 -0.125  0.195
31 H -1.458 -2.137 -0.467  0.465
32 H -2.076 -0.539 -0.102  0.619
33 H -0.648 -1.263 -2.464  0.286
34 H -1.226 0.354 -1.933  0.344
35 H 0.375 -0.146 -1.542  0.477
36 H -0.856 0.825 2.501  0.520
37 H 0.821 1.137 2.104  0.249
38 H -0.962 2.713 1.226  0.343
39 H -1.338 1.559 -0.019  0.338
40 H 0.288 2.282 0.106  0.295
41 C -4.265 -2.564 -7.310  -0.800
42 N -3.036 -2.965 -6.668  0.122
43 C -1.951 -3.095 -7.636  -1.065
44 P -2.865 -3.911 -5.236  0.778
45 O -1.600 -3.286 -4.700  -0.790
46 N -3.922 -3.412 -3.939  0.277
47 C -4.752 -2.227 -4.068  -1.245
48 C -3.261 -3.383 -2.637  -1.576
49 N -3.961 -5.141 -5.684  0.105
50 C -3.500 -6.080 -6.704  -1.080
51 C -5.362 -5.275 -5.348  -0.823
52 H -4.727 -3.361 -7.916  0.230
53 H -4.068 -1.724 -7.979  0.386
54 H -5.007 -2.197 -6.608  0.151
55 H -2.022 -4.029 -8.212  0.314
56 H -0.983 -3.081 -7.135  0.278
57 H -1.953 -2.262 -8.341  0.371
58 H -4.186 -1.338 -4.378  0.329
59 H -5.242 -2.007 -3.118  0.405
60 H -5.578 -2.388 -4.764  0.329
61 H -2.661 -2.477 -2.500  0.493
62 H -2.605 -4.244 -2.513  0.406
63 H -4.003 -3.429 -1.836  0.452
64 H -3.857 -5.801 -7.703  0.308
65 H -3.837 -7.096 -6.491  0.374
66 H -2.409 -6.114 -6.734  0.342
67 H -5.984 -4.575 -5.915  0.256
68 H -5.546 -5.138 -4.286  0.266
69 H -5.712 -6.283 -5.584  0.374
70 C 1.659 6.445 5.775  -0.843
71 N 1.477 5.198 5.072  0.141
72 C 1.065 4.135 5.984  -0.986
73 P 2.291 4.670 3.640  0.815
74 O 1.134 3.894 3.048  -0.824
75 N 2.377 5.887 2.391  0.184
76 C 1.703 7.164 2.549  -1.149
77 C 2.087 5.369 1.054  -1.094
78 N 3.853 5.093 4.190  0.122
79 C 4.441 4.220 5.204  -1.047
80 C 4.604 6.307 3.949  -0.863
81 H 2.557 6.466 6.414  0.229
82 H 0.799 6.626 6.422  0.382
83 H 1.696 7.303 5.109  0.159
84 H 1.907 3.747 6.574  0.303
85 H 0.626 3.303 5.433  0.189
86 H 0.300 4.490 6.678  0.388
87 H 0.644 7.059 2.821  0.301
88 H 1.763 7.738 1.623  0.408
89 H 2.203 7.794 3.287  0.278
90 H 1.011 5.263 0.872  0.341
91 H 2.551 4.396 0.903  0.332
92 H 2.499 6.045 0.300  0.367
93 H 4.294 4.617 6.216  0.290
94 H 5.512 4.085 5.041  0.381
95 H 3.992 3.225 5.166  0.285
96 H 4.218 7.145 4.536  0.268
97 H 4.618 6.580 2.898  0.269
98 H 5.650 6.166 4.234  0.375

For the energy, the calculation gives -2978.50035 Eh. As for the SMILES: CCP(C)C(=O)O[C@](N)(CN)P(CC)CC.CN(C)P(=O)(N(C)C)N(C)C.CN(C)P(=O)(N(C)C)N(C)C.

Number 1: molar mass 119.1 g/mol. Number 2: molar mass 118.1 g/mol. Number 3: molar mass 624.7 g/mol.